Formula: C2H6N2S
Source: the Open Molecules 2025 dataset
Level of theory: the ωB97M-V functional and the def2-TZVPD basis

Output
net charge: 0
HOMO level: -9.43 eV
SMILES string: [H]/N=C(\C)NS
relative energy (zero: lowest compared OMol25 entry of this formula, charge and spin): 19.1 kcal per mole
molecular weight: 90.151 g mol⁻¹
E_LUMO: 0.837 eV
F_max: 3.0 eV/A

Last column: natural (NBO) charge in e.
Positions of all 11 atoms, in Å:
1 H -2.1074 -0.8641 0.2704  0.327
2 N -1.1857 -1.2684 0.1009  -0.672
3 C -0.4138 -0.3327 -0.1744  0.435
4 C -0.6742 1.1277 -0.1409  -0.696
5 N 0.8487 -0.8724 -0.4756  -0.749
6 S 2.3709 -0.1064 -0.0723  0.148
7 H -1.5115 1.3801 0.5015  0.229
8 H 0.2297 1.5509 0.2470  0.240
9 H -0.9328 1.5379 -1.1117  0.241
10 H 0.8932 -1.8793 -0.4019  0.409
11 H 2.4828 -0.2733 1.2570  0.087

---

Formula: C36H38BN6O3RuS
Source: the Open Molecules 2025 dataset
Level of theory: the ωB97M-V functional and the def2-TZVPD basis

Output
net charge: +3
HOMO level (alpha / beta): -16.21 / -16.21 eV
relative energy (zero: lowest compared OMol25 entry of this formula, charge and spin): 49.6 kcal per mole
molecular weight: 746.688 g mol⁻¹
E_LUMO (alpha / beta): -9.104 / -9.107 eV
F_max: 4.3 eV/A

Last column: Mulliken charge in e.
Positions of all 86 atoms, in Å:
1 Ru -0.0758 0.6989 0.3385  0.444
2 C -1.3659 -1.8878 1.7294  -1.062
3 C -2.2045 -0.7986 2.4246  -1.002
4 C -1.4001 0.2009 3.2107  0.545
5 C -1.5584 0.2871 4.5924  -0.866
6 C -0.8801 1.2604 5.3041  -0.423
7 C -0.0435 2.1262 4.6133  -0.913
8 C 0.0846 1.9645 3.2444  -0.321
9 N -0.5757 1.0277 2.5582  0.345
10 N -1.0600 -1.5717 0.3271  1.259
11 C -2.2563 -1.6649 -0.5191  -1.660
12 C -2.8572 -0.3384 -0.8973  0.761
13 C -4.1649 -0.3031 -1.3718  -1.056
14 C -4.6725 0.8819 -1.8709  -0.585
15 C -3.8594 2.0066 -1.8666  -0.914
16 C -2.5858 1.8992 -1.3395  -0.086
17 N -2.0838 0.7531 -0.8726  0.682
18 C -0.0039 -2.4502 -0.1891  -1.039
19 C 1.3227 -2.1994 0.4678  0.156
20 C 2.2272 -3.2380 0.6630  -0.973
21 C 3.4540 -2.9601 1.2426  -0.697
22 C 3.7342 -1.6503 1.6121  -0.811
23 C 2.7778 -0.6766 1.3777  -0.912
24 N 1.6003 -0.9412 0.8148  1.182
25 H -1.9191 -2.8361 1.7751  0.513
26 H -0.4250 -2.0249 2.2702  0.560
27 H -2.9013 -1.2744 3.1139  0.563
28 H -2.7961 -0.2606 1.6767  0.216
29 H -2.2196 -0.3978 5.0978  0.465
30 H -1.0120 1.3602 6.3708  0.455
31 H 0.4877 2.9121 5.1262  0.470
32 H 0.7313 2.6254 2.6724  0.521
33 H -3.0199 -2.2959 -0.0500  0.419
34 H -1.9901 -2.1460 -1.4668  0.527
35 H -4.7610 -1.2025 -1.3721  0.509
36 H -5.6776 0.9292 -2.2598  0.472
37 H -4.2003 2.9496 -2.2615  0.525
38 H -1.9500 2.7726 -1.3193  0.304
39 H 0.1215 -2.2519 -1.2617  0.568
40 H -0.2721 -3.5093 -0.0656  0.470
41 H 1.9710 -4.2401 0.3529  0.534
42 H 4.1750 -3.7496 1.4027  0.467
43 H 4.6743 -1.3892 2.0720  0.556
44 H 2.9601 0.3534 1.6587  0.637
45 O 1.4273 3.4883 -2.8682  -0.461
46 B 1.3166 2.6522 -1.8336  0.727
47 O 0.4091 3.0666 -0.8784  0.153
48 C -0.1070 4.2609 -1.4002  0.329
49 C -1.0659 5.1225 -0.9026  -0.556
50 C -1.3753 6.2223 -1.6928  -0.856
51 C -0.7553 6.4514 -2.9156  -0.579
52 C 0.2163 5.5944 -3.4105  -0.952
53 C 0.5244 4.5029 -2.6252  0.661
54 H -1.5543 4.9483 0.0427  0.572
55 H -2.1282 6.9133 -1.3507  0.466
56 H -1.0382 7.3142 -3.4975  0.461
57 H 0.6916 5.7592 -4.3620  0.541
58 C 8.1057 2.8560 -3.1760  -1.351
59 C 6.6509 2.4067 -3.1625  -0.314
60 C 6.2560 1.9069 -1.7674  -0.296
61 N 4.8855 1.4182 -1.7749  -0.053
62 C 3.8332 1.8766 -1.1559  0.682
63 S 2.2713 1.0806 -1.5849  -0.533
64 N 3.8002 2.8171 -0.2303  0.256
65 C 4.7481 4.0209 -0.0614  -0.191
66 O 4.5390 4.9162 -0.8117  -0.452
67 C 5.6703 3.8740 1.0351  0.352
68 C 6.6102 4.8987 1.2508  -0.506
69 C 7.5021 4.8045 2.3016  -0.730
70 C 7.4578 3.7062 3.1511  -0.358
71 C 6.5257 2.6913 2.9507  -0.825
72 C 5.6408 2.7661 1.8976  0.180
73 H 8.3660 3.2057 -4.1701  0.386
74 H 8.7645 2.0309 -2.9225  0.347
75 H 8.2804 3.6607 -2.4666  0.343
76 H 6.5127 1.6016 -3.8878  0.412
77 H 6.0031 3.2393 -3.4441  0.286
78 H 6.3643 2.7058 -1.0344  -0.137
79 H 6.9141 1.0832 -1.4742  0.475
80 H 4.7309 0.6733 -2.4488  0.334
81 H 2.8767 3.0613 0.1196  0.038
82 H 6.6287 5.7433 0.5783  0.498
83 H 8.2385 5.5784 2.4580  0.450
84 H 8.1503 3.6339 3.9747  0.438
85 H 6.4989 1.8404 3.6155  0.439
86 H 4.9268 1.9715 1.7302  0.522

---

Formula: C31H63BBrCsN2O12SV
Source: the Open Molecules 2025 dataset
Level of theory: the ωB97M-V functional and the def2-TZVPD basis

Output
net charge: -1
HOMO level: -4.80 eV
molecular weight: 962.479 g mol⁻¹
E_LUMO: -3.795 eV
F_max: 10.4 eV/A

Last column: Mulliken charge in e.
Positions of all 113 atoms, in Å:
1 C -1.6632 -2.4185 3.5492  -0.192
2 O -1.7953 -1.1373 4.1728  -0.387
3 C -1.0354 -0.1018 3.4831  -0.473
4 B -1.9911 0.8543 2.5430  1.020
5 C -3.0553 -0.0120 1.5927  -0.669
6 C -2.3568 -0.4975 0.2432  0.574
7 C -2.6697 -2.0330 -0.1583  -0.744
8 C -2.1051 -2.1832 -1.6552  -0.218
9 C -1.5466 -3.6251 -2.0349  -0.672
10 C -0.7450 -3.5661 -3.4035  -0.759
11 C 0.8616 -3.3651 -3.2300  -1.040
12 C 1.1851 -1.8174 -2.9680  -0.631
13 C 1.9574 -1.5043 -1.6187  1.058
14 C 1.5528 -2.4126 -0.3878  -0.198
15 O 2.5443 -3.4871 -0.3343  -0.362
16 C 2.1880 -4.4586 0.6682  -0.736
17 H -1.1052 -2.4068 2.5658  -0.191
18 H -1.1832 -3.1571 4.2596  0.289
19 H -2.7201 -2.7840 3.3064  0.181
20 H -0.1473 -0.5267 2.8931  0.085
21 H -0.5558 0.5569 4.2922  0.103
22 H -1.2298 1.4810 1.8275  -0.819
23 H -2.5642 1.6608 3.2334  -0.296
24 H -3.5436 -0.8621 2.1563  0.154
25 H -3.8696 0.7401 1.2997  0.063
26 H -1.2263 -0.3276 0.2277  -0.462
27 H -2.7779 0.1568 -0.5963  0.254
28 H -3.7965 -2.1777 -0.2130  0.358
29 H -2.1884 -2.7793 0.5374  0.232
30 H -2.9600 -1.9634 -2.3823  0.430
31 H -1.3621 -1.3435 -1.7877  -0.163
32 H -2.4607 -4.2878 -2.2171  0.422
33 H -0.9768 -4.1499 -1.2013  0.302
34 H -0.8878 -4.6084 -3.9168  0.435
35 H -1.1903 -2.8225 -4.1471  0.281
36 H 1.3504 -4.1012 -2.4920  0.557
37 H 1.3199 -3.6171 -4.2865  0.762
38 H 0.2183 -1.2475 -3.1006  0.205
39 H 1.8660 -1.4574 -3.8138  0.350
40 H 3.0882 -1.5167 -1.7238  -0.256
41 H 1.6994 -0.4304 -1.3279  -0.926
42 H 1.6493 -1.8819 0.6221  0.558
43 H 0.4915 -2.8013 -0.4329  -0.125
44 H 3.1634 -4.8344 1.1250  0.236
45 H 1.7516 -5.3589 0.1152  0.225
46 H 1.4758 -4.0818 1.4575  0.293
47 Cs 1.7215 -4.7954 -5.5985  1.036
48 C -5.7056 1.8426 4.7103  -0.267
49 C -6.5342 2.6070 3.8881  0.063
50 C -7.4853 1.9673 3.0846  -0.392
51 C -7.5896 0.5803 3.1244  -0.277
52 C -6.7566 -0.1816 3.9382  -0.382
53 C -5.8130 0.4556 4.7312  -0.314
54 N -8.6012 -0.0872 2.3037  1.021
55 O -9.3022 0.6079 1.5874  -0.612
56 O -8.6898 -1.2996 2.3849  -0.620
57 H -4.9708 2.3342 5.3397  0.372
58 H -6.4313 3.7177 3.8808  0.292
59 H -8.1273 2.5546 2.4482  0.489
60 H -6.8320 -1.2617 3.9660  0.439
61 H -5.1612 -0.1282 5.3707  0.323
62 O 4.2307 -11.5266 -3.3669  -0.972
63 V 3.8256 -10.2804 -4.5142  1.278
64 O 3.4168 -9.0255 -5.6602  -1.065
65 C 6.2095 -1.4174 -2.2408  -0.937
66 O 5.5362 -0.3028 -1.6791  0.132
67 C 5.5393 -0.3256 -0.2567  -0.261
68 C 6.5685 0.6438 0.3058  -0.791
69 O 7.8958 0.2159 0.0151  -0.410
70 C 8.4747 0.9478 -1.0555  -0.630
71 H 6.3324 -1.2368 -3.3098  0.213
72 H 7.1983 -1.5622 -1.7986  0.360
73 H 5.6051 -2.3197 -2.1046  0.260
74 H 5.7095 -1.3402 0.1189  0.459
75 H 4.5428 -0.0090 0.0701  0.079
76 H 6.4725 0.6651 1.3965  0.416
77 H 6.3937 1.6583 -0.0674  0.338
78 H 8.7198 1.9623 -0.7239  0.330
79 H 7.8089 0.9939 -1.9211  0.227
80 H 9.3963 0.4445 -1.3519  0.243
81 Br -6.8022 4.5927 2.4465  -0.549
82 C 1.9072 2.7101 -0.5098  -1.196
83 C 1.0948 2.5289 0.7683  -0.417
84 C -0.4145 2.4203 0.5895  -0.487
85 N -1.1954 3.7135 0.3787  0.783
86 C -2.6618 3.3580 0.5481  -1.191
87 C -0.8370 4.8123 1.3694  -0.721
88 C 0.1702 5.6853 0.6466  -0.429
89 C -0.2883 5.6614 -0.7996  -0.840
90 C -0.9900 4.3248 -1.0087  -0.520
91 H 1.6687 3.6300 -1.0441  0.152
92 H 2.9715 2.7503 -0.2682  0.348
93 H 1.7513 1.8656 -1.1841  0.210
94 H 1.3656 3.2858 1.5075  0.427
95 H 1.4236 1.5811 1.2110  0.429
96 H -0.8272 1.9794 1.5016  -0.413
97 H -0.6658 1.7595 -0.2436  0.621
98 H -2.8124 2.9978 1.5656  0.346
99 H -2.9088 2.5844 -0.1786  0.298
100 H -3.2617 4.2516 0.3721  0.611
101 H -1.7443 5.3852 1.5747  0.578
102 H -0.4756 4.3692 2.2971  0.219
103 H 1.1818 5.2878 0.7367  0.137
104 H 0.1924 6.6972 1.0516  0.512
105 H 0.5471 5.7913 -1.4901  0.399
106 H -0.9867 6.4807 -0.9885  0.359
107 H -0.4322 3.6255 -1.6289  0.303
108 H -1.9664 4.4804 -1.4705  0.396
109 O 5.0099 1.8463 -3.6807  -0.496
110 S 3.7517 1.4017 -4.3056  1.188
111 O 2.8146 0.9622 -3.2571  -0.412
112 O 4.0041 0.2581 -5.1949  -0.614
113 O 3.1647 2.5175 -5.0688  -0.580

---

Formula: C21H43ClN2O9P3
Source: the Open Molecules 2025 dataset
Level of theory: the ωB97M-V functional and the def2-TZVPD basis

Output
net charge: +1
HOMO level: -11.20 eV
molecular weight: 595.955 g mol⁻¹
E_LUMO: -5.022 eV
F_max: 5.7 eV/A

Last column: Mulliken charge in e.
Positions of all 79 atoms, in Å:
1 C -0.8666 2.9195 -1.8081  -0.999
2 C 0.2872 2.0461 -1.0314  0.165
3 P -0.5666 0.4676 -0.4305  0.391
4 C -1.4533 -0.2840 -1.9604  -1.050
5 C 0.6852 -0.8258 0.1806  -0.090
6 C 1.9708 -1.2522 -0.6020  1.611
7 C 2.3600 -0.6447 -2.0235  0.149
8 O 1.5385 -0.4957 -2.9693  -0.454
9 O 3.7449 -0.2978 -2.2309  -0.277
10 P 4.4371 -1.5916 -3.1802  0.482
11 O 5.0916 -0.8748 -4.6010  -0.493
12 Cl 6.0697 -2.4721 -2.1263  -0.226
13 C 2.8927 -2.3577 0.0310  -0.489
14 C 2.4421 -2.9452 1.3997  -0.350
15 N 3.2310 -4.0199 2.0415  -0.600
16 C 2.6615 -5.1493 1.5302  0.852
17 C 1.4508 -5.9219 2.2311  -1.083
18 C 3.2252 -5.6972 0.1134  -0.893
19 N 1.2485 -2.5413 2.1099  0.049
20 C 0.3815 -1.5306 1.5531  -0.592
21 P -1.1827 -1.1423 2.5768  1.082
22 O -1.3372 -2.3030 3.5925  -0.709
23 O -1.1522 0.3897 3.3005  -0.482
24 O -2.4854 -1.3372 1.4639  -0.444
25 H -0.7598 2.8228 -2.9571  0.297
26 H -0.8826 4.0162 -1.4980  0.235
27 H -1.9102 2.4793 -1.5727  0.277
28 H 1.2014 1.8529 -1.7072  0.323
29 H 0.5800 2.6728 -0.1035  -0.135
30 H -1.2869 0.3453 -2.9035  0.347
31 H -2.5710 -0.3600 -1.7462  0.366
32 H -1.0342 -1.3410 -2.1428  0.281
33 H 4.4559 -0.9597 -5.3480  0.384
34 H 3.8267 -2.7227 -0.5078  0.032
35 H 1.5664 -7.0467 2.0746  0.414
36 H 1.3134 -5.6452 3.3322  0.370
37 H 0.4637 -5.6194 1.7038  0.216
38 H 2.7432 -6.7200 -0.0485  0.356
39 H 2.8394 -5.0297 -0.7517  0.220
40 H 4.3657 -5.7025 0.1230  0.348
41 H 1.0135 -2.9878 3.0242  0.436
42 H -0.2604 0.7997 3.1983  0.359
43 H -3.2881 -0.8795 1.8083  0.334
44 C -1.0448 -7.8997 -1.4973  -1.537
45 C -0.4133 -6.6187 -0.9765  0.831
46 C -1.3330 -5.4247 -1.1803  -1.275
47 O 0.8214 -6.3879 -1.6557  -0.482
48 H -1.2416 -7.8291 -2.5718  0.370
49 H -0.3685 -8.7469 -1.3547  0.384
50 H -1.9856 -8.1131 -0.9837  0.371
51 H -0.1839 -6.7284 0.0866  -0.068
52 H -1.5397 -5.2682 -2.2438  0.408
53 H -0.8613 -4.5084 -0.8116  0.220
54 H -2.2826 -5.5638 -0.6575  0.399
55 H 0.6282 -6.2900 -2.5982  0.336
56 C 2.1362 5.0370 1.6652  -1.272
57 C 0.9205 5.7403 1.0825  0.425
58 C 0.5025 6.9243 1.9397  -1.263
59 O -0.1640 4.8151 0.9896  -0.393
60 H 1.9195 4.6462 2.6650  0.312
61 H 2.4189 4.1811 1.0452  0.302
62 H 2.9897 5.7158 1.7336  0.412
63 H 1.1444 6.0818 0.0681  0.247
64 H 0.2294 6.5988 2.9489  0.357
65 H -0.3790 7.4133 1.5158  0.232
66 H 1.3071 7.6597 2.0164  0.400
67 H -0.3703 4.5077 1.8831  0.272
68 C -3.8948 7.2355 -0.7365  -1.111
69 C -4.5126 6.1175 0.0884  0.377
70 C -4.5372 6.4696 1.5674  -1.142
71 O -3.7630 4.9187 -0.1013  -0.485
72 H -2.8579 7.4165 -0.4345  0.171
73 H -3.8731 6.9644 -1.7955  0.309
74 H -4.4579 8.1657 -0.6252  0.402
75 H -5.5306 5.9230 -0.2601  0.284
76 H -3.5223 6.6242 1.9489  0.213
77 H -4.9728 5.6529 2.1495  0.310
78 H -5.1194 7.3769 1.7478  0.384
79 H -2.8588 5.0800 0.2045  0.288

---

- The highest molecular weight belongs to which entry?
  C31H63BBrCsN2O12SV

---

- The highest molecular weight belongs to which entry?
  C31H63BBrCsN2O12SV

---

- What is the F_max in the fourth record?
  5.7 eV/A